(1)
The following is a DFT calculation (ωB97M-V/def2-TZVPD) of 2 unconnected molecules or ions with the total composition C15H25N3O5.

Results
SMILES = N[C@@H](Cc1ccc(O)cc1)C(=O)O.NCCCC[C@H](N)C(=O)O
relative energy (zero: lowest compared OMol25 entry of this formula, charge and spin) = 0.00 kcal/mol
LUMO energy = 0.48 eV

Geometry (Å):
N 4.793 2.323 -0.294
C 4.471 1.237 -1.193
C 3.521 1.704 -2.311
C 2.134 2.024 -1.812
C 1.118 1.068 -1.887
C -0.160 1.323 -1.409
C -0.446 2.563 -0.841
O -1.714 2.772 -0.388
C 0.552 3.533 -0.757
C 1.828 3.257 -1.239
C 5.674 0.500 -1.821
O 5.555 -0.323 -2.691
O 6.879 0.817 -1.316
H 5.300 3.103 -0.691
H 5.082 2.085 0.644
H 3.943 0.476 -0.608
H 3.482 0.910 -3.062
H 3.968 2.583 -2.798
H 1.331 0.098 -2.337
H -0.947 0.579 -1.474
H -1.775 3.666 -0.028
H 0.332 4.505 -0.317
H 2.599 4.018 -1.162
H 6.732 1.500 -0.640
N -5.313 0.442 1.171
C -5.192 -0.521 0.077
C -4.445 -1.771 0.537
C -3.003 -1.489 0.952
C -2.297 -2.728 1.495
C -0.819 -2.466 1.824
N -0.074 -2.141 0.620
C -0.239 -3.670 2.554
O 0.575 -4.436 2.092
O -0.750 -3.820 3.792
H -5.951 0.078 1.875
H -5.727 1.305 0.830
H -6.160 -0.819 -0.354
H -4.624 -0.042 -0.727
H -4.992 -2.225 1.378
H -4.463 -2.512 -0.273
H -2.437 -1.105 0.094
H -3.001 -0.698 1.710
H -2.806 -3.087 2.398
H -2.346 -3.545 0.758
H -0.769 -1.612 2.510
H 0.862 -1.841 0.874
H 0.059 -2.998 0.088
H -0.340 -4.621 4.159

=====

(2)
The following is a DFT calculation (ωB97M-V/def2-TZVPD) of a molecular structure, C15H25N3O5Sr.

Results
relative energy (zero: lowest compared OMol25 entry of this formula, charge and spin) = 0.00 kcal/mol
LUMO energy = 0.11 eV

Geometry (Å):
Sr -0.416 1.139 -0.915
N -2.779 1.966 -0.330
C -2.500 3.257 0.344
C -2.057 4.284 -0.693
N -0.802 3.918 -1.391
C 0.433 4.577 -0.902
C 1.282 3.685 -0.008
N 1.743 2.500 -0.769
H -3.606 2.037 -0.911
H -2.949 1.232 0.352
H -1.709 3.078 1.076
H -3.370 3.650 0.872
H -1.968 5.266 -0.218
H -2.843 4.373 -1.448
H -0.906 4.106 -2.376
H 0.192 5.498 -0.366
H 1.024 4.869 -1.772
H 0.687 3.314 0.831
H 2.107 4.272 0.401
H 2.137 1.803 -0.142
H 2.470 2.752 -1.428
C -0.567 -0.654 2.793
C 0.414 0.244 2.051
C 1.292 1.001 3.038
O -0.255 1.121 1.193
H -0.057 -1.404 3.407
H -1.209 -1.179 2.081
H -1.204 -0.043 3.443
H 1.081 -0.423 1.476
H 0.663 1.648 3.661
H 2.009 1.640 2.509
H 1.857 0.329 3.691
O 0.967 -0.667 -1.395
C -0.088 -1.379 -1.452
O -1.254 -0.881 -1.575
C 0.064 -2.862 -1.329
C -1.042 -3.693 -1.415
C -0.917 -5.084 -1.296
C 0.351 -5.567 -1.091
O 0.733 -6.868 -0.942
C 2.159 -6.852 -0.766
O 2.580 -5.485 -0.793
C 1.448 -4.740 -1.004
C 1.349 -3.384 -1.117
H -2.011 -3.239 -1.576
H -1.770 -5.748 -1.362
H 2.627 -7.393 -1.583
H 2.405 -7.289 0.197
H 2.204 -2.725 -1.052

=====

(3)
The following is a DFT calculation (ωB97M-V/def2-TZVPD) of a single C15H25NO2S molecule.

Results
SMILES = CCCC(N)=C1C(=O)CC(C[C@@H](C)SCC)CC1=O
relative energy (zero: lowest compared OMol25 entry of this formula, charge and spin) = 0.00 kcal/mol
LUMO energy = 0.70 eV

Geometry (Å):
C 0.507 0.071 -6.338
C 0.729 -0.738 -5.065
C -0.011 -0.095 -3.894
C 0.110 -0.790 -2.575
N 0.855 -1.882 -2.511
C -0.541 -0.320 -1.418
C -0.444 -1.085 -0.192
O 0.259 -2.091 -0.055
C -1.280 -0.624 0.974
C -1.257 0.894 1.101
C 0.157 1.469 1.255
C 1.018 0.806 2.327
C 2.338 1.545 2.490
S 0.113 0.778 3.933
C 0.959 -0.601 4.779
C 0.498 -1.967 4.306
C -1.910 1.443 -0.159
C -1.302 0.925 -1.453
O -1.474 1.579 -2.470
H 0.870 1.088 -6.213
H 1.034 -0.382 -7.175
H -0.552 0.115 -6.582
H 1.802 -0.778 -4.858
H 0.365 -1.756 -5.229
H 0.329 0.936 -3.766
H -1.074 -0.011 -4.135
H 1.295 -2.264 -3.328
H 0.897 -2.343 -1.593
H -0.934 -1.119 1.880
H -2.310 -0.950 0.798
H -1.841 1.185 1.980
H 0.067 2.533 1.488
H 0.689 1.381 0.304
H 1.204 -0.236 2.063
H 2.959 1.077 3.251
H 2.888 1.539 1.550
H 2.157 2.577 2.783
H 0.720 -0.459 5.833
H 2.032 -0.471 4.642
H -0.578 -2.064 4.428
H 0.748 -2.129 3.259
H 0.986 -2.744 4.892
H -1.867 2.533 -0.194
H -2.969 1.165 -0.179

=====

(4)
The following is a DFT calculation (ωB97M-V/def2-TZVPD) of a molecular structure, C15H26Br2Fe2O11.

Results
2S+1 = 10
net charge = +1
LUMO energy (alpha / beta) = -3.17 / -5.62 eV

Geometry (Å):
Fe 0.824 0.317 2.394
Fe -2.005 -1.042 1.533
C 0.051 -0.658 0.113
O 1.103 -0.849 0.767
O -0.837 -1.536 0.018
O -0.524 0.239 0.675
C -1.361 0.051 3.831
O -2.503 0.095 3.214
O -0.513 0.920 3.817
O -0.782 -0.861 3.247
C 4.861 0.044 4.498
C 3.770 -0.110 3.404
O 2.643 0.145 3.688
C 4.089 -0.684 2.002
H 4.582 0.919 5.086
H 5.852 0.320 4.135
H 4.969 -0.790 5.192
H 5.112 -1.047 2.102
H 4.041 0.147 1.298
H 3.425 -1.477 1.658
O -3.826 -0.978 0.354
C -4.783 -1.555 -0.177
O -4.887 -2.641 -0.871
C -3.726 -3.206 -1.427
C -4.171 -3.961 -2.660
C -6.164 -0.929 -0.051
H -3.322 -3.891 -0.682
H -2.838 -2.595 -1.591
H -4.904 -4.755 -2.518
H -3.281 -4.433 -3.077
H -4.474 -3.252 -3.431
H -6.915 -1.676 -0.308
H -6.054 -0.185 -0.840
H -6.370 -0.361 0.856
O 1.765 1.890 1.319
C 1.727 2.873 0.488
O 2.667 3.221 -0.325
C 3.985 2.683 -0.204
C 4.836 3.683 -1.086
C 0.411 3.558 0.094
H 4.044 1.712 -0.697
H 4.237 2.545 0.847
H 5.914 3.525 -1.075
H 4.683 4.751 -0.930
H 4.638 3.550 -2.149
H -0.281 3.620 0.933
H -0.142 2.947 -0.620
H 0.643 4.598 -0.138
Br -0.939 -2.945 -4.653
C -0.730 -1.095 -3.867
C -1.891 -0.153 -4.326
Br -1.539 1.633 -3.454
H 0.222 -0.667 -4.179
H -0.720 -1.121 -2.778
H -2.856 -0.582 -4.058
H -1.758 0.050 -5.389